i | # CH8N2O2Si2

The molecule CH8N2O2Si2 (ωB97M-V/def2-TZVPD, OMol25).

Structure (XYZ):
```
15
CH8N2O2Si2 | OMol25 | ωB97M-V/def2-TZVPD
H -2.716 1.249 1.273
N -2.064 0.710 0.711
C -0.864 0.746 1.113
N -0.384 1.489 2.165
O 0.093 0.077 0.488
Si -0.099 -0.893 -0.866
O -0.963 -0.129 -2.007
Si 2.110 -1.097 -1.432
H -1.043 1.837 2.837
H 0.530 1.249 2.516
H -0.861 -2.065 -0.409
H -1.733 0.356 -1.704
H 2.746 0.093 -2.012
H 2.301 -2.184 -2.401
H 2.947 -1.438 -0.271
```

Calculated values
Highest occupied orbital energy ... -9.71 eV
Total charge ... 0
SMILES ... [H]/N=C(\N)O[Si@@H](O)[SiH3]
E_LUMO ... 0.76 eV

Atom charges from the natural (NBO) analysis, given in e for atoms 1 to 5:
1. H 0.3498
2. N -0.8249
3. C 0.7221
4. N -0.8330
5. O -0.8561

=====

ii | # CH8N2O2Si2

The molecule CH8N2O2Si2 (ωB97M-V/def2-TZVPD, OMol25).

Structure (XYZ):
```
15
CH8N2O2Si2 | OMol25 | ωB97M-V/def2-TZVPD
N -2.794 -0.016 0.275
C -1.461 -0.274 0.036
O -0.954 -1.349 0.095
N -0.807 0.860 -0.352
Si 1.039 0.650 -0.498
O 1.843 1.477 0.614
Si 1.578 -1.479 0.173
H -2.892 0.928 0.078
H -3.476 -0.721 0.089
H -1.284 1.673 -0.102
H 1.344 1.474 -1.984
H 2.304 2.344 0.585
H 2.992 -1.676 0.011
H 1.005 -2.452 -0.671
H 1.561 -1.439 1.651
```

Calculated values
Highest occupied orbital energy ... -9.58 eV
Total charge ... 0
SMILES ... NC(=O)N[Si@@H](O)[SiH3]
E_LUMO ... 0.56 eV

Atom charges from the natural (NBO) analysis, given in e for atoms 1 to 5:
1. N -0.8336
2. C 0.7952
3. O -0.6595
4. N -1.0133
5. Si 1.3451

=====

Most stable structure: i